62
Properties=species:S:1:pos:R:3:lowdin_spin:R:1 method="wB97M-V/def2-TZVPD" mol_weight_g_mol=810.602 relative_energy_ev=5.765 lumo_energy_ev="-1.1542 / -2.3627" e_tot_ev=-76448.757 spin_multiplicity=4 s2=3.781
Re -0.03531 0.00827 -0.11767 1.617
O -2.43158 5.20128 3.81287 0.003
C -1.23060 5.09697 3.54007 0.002
O -0.21728 5.76608 3.77017 0.002
C -0.91769 3.80241 2.65998 0.028
C 0.35160 3.60261 2.13782 -0.003
C 0.59374 2.45240 1.41018 0.026
N -0.38470 1.56607 1.17915 0.017
C -1.57608 1.69108 1.78327 0.019
C -1.88989 2.82406 2.51029 -0.001
C -2.35277 0.46127 1.67659 0.021
C -3.63791 0.29178 2.16601 -0.001
C -4.25190 -0.93668 2.04079 0.024
C -3.54909 -1.98325 1.44859 -0.001
C -2.26971 -1.75966 1.00088 0.023
N -1.66831 -0.56052 1.09804 0.009
C 1.88397 1.93621 0.95725 0.022
C 3.06505 2.65588 0.93039 -0.002
C 4.22277 2.03377 0.50584 0.025
C 4.17666 0.68963 0.15112 -0.003
C 2.97284 0.02597 0.20353 0.021
N 1.83590 0.63075 0.58212 -0.004
H 1.12329 4.33125 2.34751 0.000
H -2.85461 2.96330 2.97874 0.000
H -4.14494 1.13100 2.61939 0.000
H -5.26079 -1.08279 2.40123 0.001
H -3.99365 -2.96143 1.33802 -0.001
H -1.68476 -2.54979 0.54909 0.001
H 3.05127 3.69951 1.20932 -0.001
H 5.14924 2.58782 0.44247 0.001
H 5.06270 0.16562 -0.17606 -0.001
H 2.88864 -1.01740 -0.06714 0.001
O -1.72132 -1.04714 -3.89984 0.177
C -1.25182 -1.13341 -2.79215 0.122
O -1.71479 -0.18232 -1.77837 0.026
C -0.33380 -2.08775 -2.27591 0.181
C 0.05571 -3.14182 -3.13748 0.005
C 0.90267 -4.10316 -2.69863 0.114
C 1.38624 -4.05374 -1.34847 0.038
C 2.23671 -5.03076 -0.82004 0.016
C 2.69493 -4.95656 0.47932 0.045
C 2.29304 -3.89473 1.28884 0.026
C 1.45143 -2.91968 0.79715 0.046
C 0.98981 -2.96449 -0.53207 0.018
N 0.16798 -1.97476 -1.00228 0.221
H -0.35210 -3.13370 -4.13844 -0.002
H 1.21817 -4.91093 -3.34591 0.006
H 2.53516 -5.85718 -1.45416 -0.001
H 3.35805 -5.71674 0.86953 0.002
H 2.64159 -3.83509 2.31219 0.001
H 1.12337 -2.09848 1.42772 0.009
O 1.59681 2.09590 -3.69071 0.001
P 0.69432 1.82134 -2.42009 0.008
O 0.68219 2.91080 -1.43404 0.020
O 1.04447 0.42329 -1.93653 0.059
O -0.80374 1.70651 -3.13132 0.000
P -2.06842 1.33960 -2.24057 0.004
O -3.15891 1.51785 -3.34092 0.000
O -1.98863 2.35754 -1.06073 0.010
O -3.20970 1.49050 -0.86907 0.000
H 1.55548 3.03124 -3.94556 0.000
H -4.05101 1.58439 -2.97129 0.000